59
Properties=species:S:1:pos:R:3:mulliken_charge:R:1 method="wB97M-V/def2-TZVPD" total_energy_ev=-44761.122 homo_ev=-8.7 lumo_ev=0.5 relative_energy_kj_mol=0.00
C 3.70673 -1.17234 4.90526 -1.73
H 4.49070 -0.42145 4.93782 0.34
H 3.04314 -1.01210 5.75082 0.45
H 4.16382 -2.15127 5.02514 0.42
C 2.89129 -1.09159 3.60229 -0.09
N 3.67415 -1.10981 2.36048 0.95
C 4.40866 -2.36671 2.20586 -0.65
H 5.18306 -2.22876 1.45410 0.35
C 3.52536 -3.52801 1.73588 -0.77
H 2.63595 -3.61819 2.35952 0.29
H 4.09760 -4.45160 1.83636 0.41
C 3.10676 -3.37504 0.27830 -0.74
N 2.25581 -2.22037 0.10808 0.08
C 1.24635 -2.22488 -0.78130 0.59
O 1.00129 -3.19322 -1.48306 -0.75
C 0.43414 -0.97054 -0.89508 -0.43
C -0.57909 -0.97870 -1.84538 -0.83
C -1.38755 0.13041 -2.06715 0.68
C -1.15478 1.27963 -1.31252 0.53
C -0.15140 1.29309 -0.35519 -0.68
C 0.64226 0.18262 -0.14547 0.23
H 1.42329 0.23209 0.59480 -0.50
H 0.01345 2.19952 0.20717 0.50
S -2.05272 2.78745 -1.61058 -0.32
C -3.68818 2.17731 -1.25432 0.66
C -4.39720 2.79531 -0.23468 -0.42
C -5.68148 2.38313 0.06781 -0.46
C -6.26294 1.35229 -0.65329 -0.60
C -5.56108 0.74954 -1.67880 -0.82
C -4.26199 1.14694 -1.99110 0.08
C -3.63748 0.47276 -3.16210 0.52
O -4.28757 0.20989 -4.15364 -0.63
N -2.33455 0.06846 -3.09035 -0.16
H -2.08017 -0.53702 -3.86376 0.26
H -6.00842 -0.03502 -2.27022 0.45
H -7.26669 1.02796 -0.42490 0.40
H -6.22803 2.86952 0.86169 0.38
H -3.93319 3.60424 0.30864 0.42
H -0.71865 -1.87818 -2.42790 0.51
H 2.47208 -1.45357 0.73609 0.08
H 3.99954 -3.27282 -0.35320 0.17
H 2.55021 -4.25084 -0.06773 0.48
H 4.91466 -2.65462 3.13791 0.27
C 4.50803 0.08567 2.17754 0.48
C 5.19191 0.09166 0.80461 -1.74
H 4.49368 -0.22241 0.03219 0.25
H 6.06826 -0.54996 0.77172 0.43
H 5.52346 1.10176 0.57607 0.48
C 3.64781 1.35505 2.26174 -0.85
C 2.78830 1.41497 3.51620 -0.94
C 1.97416 0.13406 3.61954 -0.82
H 1.38337 0.12748 4.53679 0.45
H 1.27934 0.07426 2.77979 0.24
H 3.42030 1.52841 4.39812 0.38
H 2.12593 2.28161 3.47058 0.41
H 4.31023 2.22214 2.22595 0.42
H 3.00402 1.39799 1.38086 0.25
H 5.29254 0.14084 2.95323 0.26
H 2.24775 -1.97877 3.56883 0.38

22
Properties=species:S:1:pos:R:3:mulliken_charge:R:1 method="wB97M-V/def2-TZVPD" total_energy_ev=-9966.474 spin_multiplicity=2 homo_ev="-17.7 / -17.7" total_charge=+2 lumo_ev="-8.2 / -11.8" relative_energy_kj_mol=26.55
C 3.45994 -1.11053 -1.96769 -1.17
C 2.55050 -0.44590 -0.98732 -0.18
C 1.25837 -0.71012 -0.90247 -0.02
N 0.47382 -0.14883 0.24896 -0.22
H 2.92713 -1.70299 -2.70718 0.34
H 3.99844 -0.31422 -2.48460 0.35
H 4.16746 -1.73371 -1.42270 0.33
H 2.98307 0.30119 -0.32508 0.25
H 0.67706 -1.38702 -1.50891 0.34
H 0.99172 0.57987 0.74734 0.37
H -0.43133 0.20049 -0.04685 0.07
H 0.31380 -0.87618 0.95407 0.40
C -1.71608 2.03524 0.64603 -1.25
C -2.23308 0.93191 1.47385 -0.01
C -2.71755 -0.29778 1.02212 0.20
O -3.20707 -1.12959 1.87944 -0.28
H -0.74000 2.37468 1.01650 0.42
H -1.61739 1.85616 -0.42571 0.43
H -2.36882 2.90637 0.79933 0.38
H -2.32004 1.11051 2.54417 0.38
H -2.65265 -0.65626 -0.00611 0.41
H -3.79730 -1.78329 1.45280 0.44

65
Properties=species:S:1:pos:R:3:mulliken_charge:R:1 method="wB97M-V/def2-TZVPD" total_energy_ev=-83258.679 spin_multiplicity=2 homo_ev="-17.4 / -17.4" total_charge=+3 lumo_ev="-10.2 / -11.9" relative_energy_kj_mol=114.79
Yb 0.51274 -0.17401 -1.55162 0.58
P -1.89069 0.74127 -2.96429 0.77
P -1.83412 -1.83597 -0.08612 1.09
P 2.48738 1.73355 -1.00003 0.96
H 1.99265 -4.09656 0.69191 0.35
C 2.70438 -3.28163 0.87634 -0.57
C 2.85201 -2.70434 2.08414 -0.57
H 2.20142 -2.95420 2.93904 0.30
C -1.45915 -0.47252 -4.27845 -1.30
C -3.71169 0.81275 -3.17497 -1.28
C -1.44829 2.27674 -3.86191 -1.22
C -1.25900 -2.63143 1.47078 -1.01
C -3.41215 -1.14675 0.58034 -1.16
C -2.53856 -3.31115 -0.90085 -1.51
C 3.85299 1.30404 0.12753 -1.14
C 2.66047 3.53783 -1.12262 -1.24
C 3.25176 1.25095 -2.58497 -1.41
H 3.34893 -3.00183 0.02950 0.29
H 3.59197 -1.90318 2.24085 0.27
H -2.13696 -0.37768 -5.14130 0.50
H -1.55425 -1.49258 -3.87345 0.37
H -0.42953 -0.34957 -4.64869 0.43
H -3.98270 1.07858 -4.20955 0.47
H -4.14967 1.55336 -2.49029 0.41
H -4.17158 -0.15097 -2.92084 0.36
H -2.04470 2.41537 -4.77518 0.43
H -0.38024 2.28018 -4.11265 0.36
H -1.60949 3.13504 -3.19839 0.41
H -1.67254 -3.64567 1.54621 0.44
H -1.57723 -2.04585 2.34263 0.37
H -0.16397 -2.69392 1.47586 0.08
H -4.03224 -1.96526 0.97419 0.43
H -3.95868 -0.64061 -0.22603 0.28
H -3.20440 -0.42099 1.37840 0.28
H -3.33072 -3.73223 -0.27023 0.45
H -1.74287 -4.04974 -1.04858 0.42
H -2.95379 -3.02326 -1.87386 0.35
H 4.80056 1.24036 -0.42290 0.43
H 3.64297 0.35142 0.63154 0.16
H 3.91874 2.07872 0.90091 0.46
H 3.61510 3.77805 -1.60918 0.42
H 2.61593 3.96300 -0.11097 0.42
H 1.81946 3.94111 -1.70254 0.35
H 4.13557 1.88979 -2.72255 0.55
H 2.56423 1.44088 -3.41673 0.49
H 3.45953 0.17166 -2.62357 0.20
C 2.82296 -1.86946 -3.87530 0.93
C 2.12436 -2.13401 -5.05098 -0.60
C 2.84678 -2.38447 -6.21872 -0.68
C 4.24128 -2.45853 -6.19307 -0.63
C 4.91001 -2.27854 -4.97670 -0.53
C 4.20560 -2.01968 -3.79020 -0.54
O 2.04055 -1.34901 -2.73457 0.03
H 1.37301 -2.06512 -2.52350 0.32
H 1.03368 -2.11923 -5.03454 0.38
H 2.32515 -2.48150 -7.16038 0.43
H 4.78357 -2.63269 -7.12315 0.42
H 5.99462 -2.31420 -4.99744 0.42
H 4.74307 -1.92448 -2.84402 0.42
C -1.18731 1.15428 3.10683 -0.98
C -0.72278 0.83696 1.77170 0.36
N -0.32173 0.59420 0.69502 -0.32
H -0.38750 1.65203 3.67700 0.38
H -1.46674 0.23308 3.64799 0.32
H -2.06685 1.82138 3.07360 0.35

13
Properties=species:S:1:pos:R:3:mulliken_charge:R:1 method="wB97M-V/def2-TZVPD" total_energy_ev=-6218.838 homo_ev=-8.8 lumo_ev=1.0 relative_energy_kj_mol=290.34
C 0.33026 -0.74107 0.32970 0.07
C 0.94535 -0.01920 -0.81433 -0.83
C -0.51672 -0.17292 -0.72991 0.01
H -0.13551 -0.28427 2.27960 0.22
H 1.57074 -0.39392 2.06350 0.22
H 0.23489 -1.83400 0.14652 0.20
H 1.45373 -0.55206 -1.60321 0.20
H 1.34638 0.90831 -0.66252 0.34
H -0.99334 -1.02403 -1.33747 0.22
H -1.39242 1.56352 -1.39286 0.25
H -2.22433 0.59144 -0.23541 0.29
N 0.62805 -0.17839 1.61103 -0.54
N -1.25855 1.12470 -0.46402 -0.66

77
Properties=species:S:1:pos:R:3:mulliken_charge:R:1 method="wB97M-V/def2-TZVPD" total_energy_ev=-71350.711 homo_ev="-11.7 / -11.7" total_charge=+2 lumo_ev="-7.7 / -7.7" relative_energy_kj_mol=177.90
Ru 0.29969 -0.37943 0.34956 -0.17
O 1.71998 -2.07374 1.63955 -0.98
S 1.80867 -1.10896 2.76192 1.81
O 1.19093 -1.50967 3.99580 -0.77
N 1.18218 0.17367 2.09281 0.65
C 0.67662 1.27314 2.76391 0.67
C 1.02126 1.76458 3.99715 -0.73
C 0.37987 2.91901 4.49417 -1.01
C -0.59152 3.56360 3.78183 -0.94
C -0.98267 3.06336 2.51763 0.82
C -2.01485 3.64090 1.74609 -0.79
C -2.38516 3.04401 0.57767 -1.43
C -1.70385 1.88991 0.15199 -0.62
N -0.69712 1.34068 0.80019 0.53
C -0.34097 1.91814 2.00947 -0.41
C 3.49369 -0.76267 3.11783 0.01
C 4.06800 -1.34761 4.24000 -0.37
C 5.38980 -1.05792 4.54572 -0.70
C 6.11258 -0.18630 3.74372 -0.46
C 5.52299 0.40242 2.63143 -0.89
C 4.20514 0.11957 2.31184 -0.22
H 1.77993 1.27556 4.59322 0.56
H 0.66930 3.29172 5.46754 0.43
H -1.08297 4.44288 4.17563 0.44
H -2.51690 4.53082 2.10447 0.46
H -3.19838 3.42569 -0.02323 0.46
H -2.04494 1.38373 -0.73923 1.05
H 3.48300 -2.01015 4.86233 0.49
H 5.85039 -1.50405 5.41642 0.43
H 7.13868 0.04773 3.99465 0.42
H 6.08745 1.09881 2.02522 0.47
H 3.71912 0.59345 1.46712 0.39
C -4.17022 -3.30137 1.68049 -1.04
N -3.02407 -2.48909 2.06975 0.10
C -2.88966 -2.06362 3.45985 -1.03
C -2.14524 -2.00157 1.16477 0.24
N -1.19798 -1.17647 1.45850 0.33
N -2.32511 -2.46314 -0.13747 -0.09
C -1.50829 -2.29150 -1.24144 0.50
N -1.81716 -3.11460 -2.27356 -0.42
N -0.55701 -1.42287 -1.27293 -0.14
H -4.75219 -3.52027 2.56911 0.27
H -3.86373 -4.26231 1.25803 0.37
H -4.82800 -2.77662 0.98269 0.41
H -3.54052 -2.67793 4.07327 0.34
H -3.16999 -1.01497 3.59044 0.34
H -1.86866 -2.21571 3.81499 0.37
H -1.16438 -0.94539 2.44433 -0.15
H -3.07122 -3.12505 -0.25692 0.16
H -2.55487 -3.79297 -2.22262 0.15
H -1.29088 -3.06943 -3.12665 0.18
H -0.03476 -1.43354 -2.14291 0.13
C 5.75479 -1.24947 -2.05569 -1.12
N 4.53136 -0.47277 -1.94362 -0.14
C 3.50485 -0.79309 -1.15232 0.31
N 3.56981 -1.91155 -0.45295 -0.17
S 2.15834 0.28956 -1.13423 -0.02
H 6.45017 -0.70778 -2.68926 0.35
H 5.56805 -2.22587 -2.50696 0.35
H 6.22255 -1.38058 -1.07808 0.34
H 4.42591 0.36466 -2.48867 0.24
H 4.40046 -2.48047 -0.46811 0.24
H 2.84966 -2.11872 0.24459 0.22
C 0.01561 2.02836 -2.30151 -0.68
C 0.41288 2.54998 -3.50381 0.97
C -0.32043 2.27530 -4.69538 -0.26
C 0.07441 2.83249 -5.88119 -0.81
C 1.20888 3.65398 -5.90290 -0.17
C 1.95278 3.93589 -4.75236 -0.84
C 1.56094 3.39421 -3.55666 -0.21
H -0.82854 1.36147 -2.23256 -0.22
H 0.54056 2.28374 -1.39128 0.78
H -1.19467 1.63867 -4.64427 0.44
H -0.47827 2.64775 -6.79105 0.43
H 1.52014 4.08763 -6.84540 0.42
H 2.81989 4.57795 -4.81101 0.43
H 2.10901 3.59141 -2.64410 0.48

16
Properties=species:S:1:pos:R:3:mulliken_charge:R:1 method="wB97M-V/def2-TZVPD" total_energy_ev=-20244.520 homo_ev=-9.8 lumo_ev=0.5 relative_energy_kj_mol=39.41
C 1.20691 -0.18481 0.86955 -0.76
C 0.69861 1.18908 0.42262 -0.58
C -0.35706 1.23975 -0.66637 -0.19
C -1.41645 0.46309 -0.89338 -0.32
C -1.88860 -0.73268 -0.13930 0.47
H 2.39111 -2.14370 0.13661 0.16
H 0.41958 -0.82494 1.27722 0.44
H 1.98713 -0.03891 1.61811 0.38
H 0.28957 1.69716 1.31053 0.32
H 1.53486 1.81351 0.06836 0.36
H -0.26968 2.11947 -1.31715 0.36
H -2.10846 0.76838 -1.68142 0.33
H -0.35783 -1.71123 -0.72230 0.30
O -1.14820 -1.86241 -0.20199 -0.43
O -2.93058 -0.73336 0.47115 -0.55
S 1.94911 -1.05840 -0.55224 -0.28

19
Properties=species:S:1:pos:R:3:mulliken_charge:R:1 method="wB97M-V/def2-TZVPD" total_energy_ev=-30402.838 homo_ev=-6.1 lumo_ev=0.5 relative_energy_kj_mol=69.11
C 1.79141 0.41100 1.70721 -0.46
C 0.54631 -0.25822 2.10741 -0.18
C 1.96343 0.90203 0.44039 -0.07
C 1.09185 0.82252 -0.52009 -0.78
C -0.52687 -0.47501 1.30790 -0.59
Si -2.23285 1.16698 -1.07005 0.27
Si -0.11892 -1.86430 -1.50088 0.47
P -0.52494 -0.05542 -0.32398 0.52
H 2.55869 0.54321 2.53379 0.22
H 0.49462 -0.58397 3.18012 0.25
H 2.83775 1.49287 0.29103 0.34
H 1.45039 1.33368 -1.43588 0.28
H -1.50636 -0.89496 1.68767 0.27
H -2.65089 2.36167 -0.28999 -0.07
H -3.33872 -0.01860 -0.75684 -0.06
H -1.86940 1.46155 -2.49078 -0.06
H -0.96747 -2.90496 -1.26560 -0.16
H 1.26750 -2.14072 -0.84145 -0.05
H -0.26553 -1.29934 -2.75999 -0.13